Record 1
DFT (the ωB97M-V functional and the def2-TZVPD basis) results for a molecular structure, C29H32BrCrN5O2.

XYZ file:
```
70
Properties=species:S:1:pos:R:3:lowdin_spin:R:1
Cr 0.302 -0.775 -1.023 0.9675
C -3.078 3.996 -4.085 0.0007
C -2.004 3.156 -3.445 0.0044
C -1.207 3.639 -2.423 0.0019
C -0.154 2.870 -1.897 0.0034
C 0.819 3.361 -0.951 0.0012
N 0.597 3.965 0.173 0.0006
C -0.674 4.022 0.933 0.0000
C -0.841 2.826 1.883 0.0001
C -0.061 2.784 3.198 0.0000
N 1.391 2.578 2.970 0.0002
C 2.026 1.492 2.733 -0.0005
C 1.601 0.084 2.868 -0.0024
C 1.879 -0.587 4.046 0.0027
C 1.981 -1.990 4.091 -0.0031
C 2.275 -2.698 5.388 -0.0007
C 1.939 -2.656 2.886 0.0035
C 1.629 -2.005 1.670 -0.0026
C 1.860 -2.674 0.424 0.0072
N 1.581 -2.259 -0.776 -0.0108
C 2.107 -3.153 -1.857 0.0014
C 1.736 -2.728 -3.262 0.0000
C 0.236 -2.555 -3.480 0.0021
N -0.145 -1.236 -2.955 -0.0018
C -0.583 -0.344 -3.759 0.0001
C -0.767 1.048 -3.346 0.0034
C -1.753 1.852 -3.897 -0.0015
C 0.078 1.566 -2.351 0.0012
O 1.006 0.834 -1.751 0.0181
C 1.331 -0.633 1.679 0.0048
O 0.892 0.015 0.636 -0.0105
H -3.274 4.897 -3.508 0.0000
H -4.011 3.440 -4.175 0.0002
H -2.779 4.302 -5.088 0.0003
H -1.351 4.658 -2.079 0.0000
H 1.870 3.220 -1.193 0.0002
H 1.416 4.345 0.629 0.0000
H -1.485 4.005 0.213 0.0000
H -0.713 4.983 1.446 0.0000
H -0.645 1.906 1.328 0.0000
H -1.895 2.807 2.169 0.0000
H -0.423 1.970 3.823 0.0000
H -0.150 3.710 3.765 0.0000
H 1.957 3.421 2.957 0.0000
H 3.067 1.649 2.448 -0.0001
H 2.089 -0.025 4.951 0.0002
H 1.924 -2.121 6.241 0.0000
H 3.348 -2.855 5.512 -0.0003
H 1.791 -3.672 5.421 -0.0001
H 2.163 -3.718 2.864 0.0001
H 2.392 -3.624 0.505 -0.0004
H 1.725 -4.161 -1.667 -0.0002
H 3.192 -3.195 -1.762 -0.0004
H 2.113 -3.494 -3.939 0.0001
H 2.244 -1.798 -3.528 0.0000
H -0.331 -3.321 -2.944 0.0000
H -0.024 -2.626 -4.536 0.0002
H -0.799 -0.617 -4.792 -0.0005
H -2.375 1.449 -4.690 -0.0002
Br -2.321 0.446 -0.448 0.0036
C -2.320 -1.352 0.128 0.0029
C -3.406 -1.890 0.779 -0.0002
C -3.356 -3.245 1.076 0.0030
C -2.243 -3.983 0.699 -0.0007
C -1.202 -3.343 0.061 0.0023
N -1.223 -2.025 -0.217 -0.0008
H -4.265 -1.281 1.022 0.0000
H -4.188 -3.720 1.579 0.0001
H -2.182 -5.046 0.887 -0.0001
H -0.327 -3.889 -0.259 0.0000
```

Summary:
2S+1: 2
Maximum force: 1.08 eV/A
Total charge: +3
HOMO (spin up / spin down): -0.5981 / -0.5999 Eh
LUMO (spin up / spin down): -9.2 / -8.9 eV

Record 2
DFT (the ωB97M-V functional and the def2-TZVPD basis) results for a molecular structure, C29H32Cl2F5N7O5Sc.

XYZ file:
```
81
Properties=species:S:1:pos:R:3:mulliken_charge:R:1
Sc -1.507 0.623 -0.410 0.3057
N 2.852 1.427 2.281 0.1007
C 1.350 1.283 2.518 -0.4049
C 0.918 -0.002 1.847 -0.0831
C 1.558 -1.250 2.467 1.0743
N 0.713 -2.396 2.147 -0.6630
C 1.718 -1.105 3.993 -1.5460
C 0.782 -0.074 4.617 0.1812
N -0.607 -0.434 4.352 -0.5145
C 1.053 1.319 4.022 -1.1622
H 3.058 1.336 1.271 -0.2363
H 3.355 0.684 2.769 0.4341
H 3.201 2.324 2.616 0.4561
H 0.908 2.137 2.007 0.4776
H 1.142 0.037 0.778 0.4681
H -0.158 -0.075 2.001 0.3211
H 2.562 -1.372 2.031 -0.4851
H 1.215 -3.262 2.308 0.3730
H 0.448 -2.373 1.167 0.1661
H 2.748 -0.826 4.251 0.3069
H 1.560 -2.081 4.456 0.5934
H 1.006 -0.023 5.689 0.4510
H -1.242 0.075 4.954 0.2726
H -0.765 -1.427 4.472 0.2076
H 1.880 1.798 4.558 0.4531
H 0.178 1.947 4.180 0.0637
N -1.487 3.962 -2.465 -0.4545
N -0.415 3.290 -3.050 -0.2240
C 0.168 2.188 -2.494 0.3216
O 1.076 1.621 -3.086 -0.7923
O -0.300 1.825 -1.325 -0.4355
H -2.299 3.920 -3.069 0.2403
H -1.244 4.930 -2.301 0.2374
H -0.070 3.554 -3.960 0.2198
Cl 2.589 -4.137 -2.910 -0.1657
C 3.199 -2.981 -1.764 0.8413
C 4.086 -3.479 -0.824 -0.7679
C 4.699 -2.654 0.102 -0.5666
C 4.419 -1.301 0.057 -0.9130
C 3.513 -0.815 -0.864 0.8309
Cl 3.260 0.922 -0.908 -0.2537
C 2.835 -1.616 -1.813 -0.1937
N 1.933 -1.035 -2.656 0.5291
C 1.341 -1.556 -3.852 -0.7761
C 1.926 -1.250 -5.070 -0.4585
C 1.335 -1.659 -6.256 -0.7494
C 0.145 -2.367 -6.220 -0.6355
C -0.449 -2.658 -5.000 -1.0958
C 0.135 -2.256 -3.808 1.2575
C -0.497 -2.613 -2.486 -0.6625
C -0.952 -1.408 -1.717 1.0653
O -1.790 -0.594 -2.189 -0.7424
O -0.490 -1.202 -0.533 0.0075
H 4.307 -4.537 -0.849 0.4589
H 5.407 -3.053 0.814 0.4758
H 4.931 -0.606 0.711 0.4995
H 1.809 -0.023 -2.588 -0.0609
H 2.851 -0.688 -5.076 0.4860
H 1.803 -1.423 -7.202 0.4369
H -0.325 -2.692 -7.139 0.4193
H -1.381 -3.210 -4.973 0.4112
H 0.193 -3.173 -1.856 0.1681
H -1.378 -3.232 -2.666 0.6176
F -5.571 5.480 1.804 -0.2951
C -4.628 4.547 1.688 0.6487
C -4.475 3.851 0.500 0.1330
F -5.264 4.104 -0.542 -0.2957
C -3.490 2.893 0.420 0.0553
F -3.319 2.177 -0.735 -0.3507
C -2.623 2.577 1.463 0.3945
O -1.700 1.649 1.299 0.2170
C -2.807 3.294 2.644 -0.1251
F -2.009 3.049 3.694 -0.2945
C -3.791 4.260 2.756 -0.0845
F -3.937 4.922 3.900 -0.2932
C -5.611 -1.750 0.977 -1.1101
C -4.398 -1.056 0.578 0.5396
N -3.444 -0.510 0.264 -0.2830
H -5.440 -2.825 0.946 0.3221
H -6.417 -1.492 0.294 0.3299
H -5.883 -1.455 1.989 0.3045
```

Summary:
2S+1: 1
Maximum force: 0.23 eV/A
Total charge: +1
HOMO: -0.3736 Eh
LUMO: -2.4 eV

Record 3
DFT (the ωB97M-V functional and the def2-TZVPD basis) results for a molecular structure, C29H32FeN4P2.

XYZ file:
```
68
Properties=species:S:1:pos:R:3:lowdin_spin:R:1
C 4.633 1.267 1.575 0.0013
C 3.630 1.149 0.618 0.0070
C 3.137 -0.161 0.387 0.0089
C 3.176 -1.114 1.414 0.0103
C 4.159 -0.976 2.394 0.0000
C 4.942 0.186 2.424 0.0099
C 2.144 -2.179 1.237 0.0175
C 2.470 -2.793 -0.086 0.0112
C 2.520 -1.863 -1.132 0.0086
C 2.503 -2.282 -2.481 0.0075
C 2.757 -3.622 -2.740 -0.0009
C 2.934 -4.538 -1.690 0.0077
C 2.743 -4.134 -0.361 -0.0012
H 5.163 2.214 1.695 0.0000
H 4.304 -1.808 3.089 -0.0002
H 5.762 0.268 3.139 0.0005
H 2.106 -2.897 2.064 0.0013
H 2.793 -3.954 -3.778 -0.0002
H 3.180 -5.575 -1.915 0.0005
H 2.802 -4.830 0.482 -0.0002
N 2.505 -0.500 -0.811 0.0435
Fe 0.379 -0.116 -0.277 3.6068
C 2.930 2.281 -0.076 0.0106
H 3.101 2.196 -1.159 0.0001
H 3.283 3.264 0.254 0.0019
C 2.150 -1.265 -3.522 0.0069
H 2.853 -0.423 -3.497 0.0009
H 2.167 -1.704 -4.523 0.0012
P 1.092 2.098 0.173 0.0678
P 0.503 -0.610 -3.127 0.0559
C -0.682 -1.600 -4.038 0.0102
H -1.641 -1.584 -3.509 0.0010
H -0.809 -1.226 -5.061 0.0020
H -0.350 -2.640 -4.039 0.0003
C 0.371 1.130 -3.564 0.0043
H -0.079 1.208 -4.569 0.0016
H -0.251 1.694 -2.858 -0.0001
H 1.370 1.594 -3.570 0.0000
C 0.797 2.328 1.962 0.0214
H 1.026 3.360 2.264 0.0038
H -0.259 2.110 2.174 0.0083
H 1.419 1.632 2.532 0.0003
C 0.384 3.572 -0.603 0.0092
H -0.704 3.537 -0.480 0.0018
H 0.766 4.489 -0.130 0.0023
H 0.621 3.592 -1.675 0.0001
H 1.102 -1.626 1.104 0.0134
H 0.108 -1.061 -1.762 0.0333
N -8.272 1.470 5.465 0.0270
C -7.450 1.275 4.657 0.0062
C -6.442 1.015 3.665 0.0488
C -5.089 1.116 4.023 -0.0060
C -4.092 0.850 3.089 0.0495
C -4.466 0.529 1.781 0.0395
C -5.815 0.456 1.389 0.0403
C -6.804 0.686 2.351 0.0037
N -3.462 0.349 0.809 0.1388
C -3.660 0.292 -0.574 0.0608
C -2.458 0.101 -1.167 0.0040
N -1.491 0.009 -0.149 0.1953
C -2.145 0.195 1.035 0.3424
H -4.823 1.388 5.050 -0.0012
H -3.042 0.895 3.379 0.0106
H -6.091 0.196 0.369 0.0044
H -7.859 0.602 2.079 -0.0004
H -4.640 0.385 -1.000 0.0073
H -2.215 -0.026 -2.217 -0.0033
H -1.696 0.129 2.019 0.0338
```

Summary:
2S+1: 6
Maximum force: 2.28 eV/A
Total charge: +1
HOMO (spin up / spin down): -0.2521 / -0.3774 Eh
LUMO (spin up / spin down): -3.0 / -3.7 eV

Record 4
DFT (the ωB97M-V functional and the def2-TZVPD basis) results for a molecular structure, C29H32GeN5O6Pd.

XYZ file:
```
74
Properties=species:S:1:pos:R:3:mulliken_charge:R:1
Pd 0.719 -0.574 -0.460 0.2407
N 2.741 -0.438 -0.845 -0.4315
C 3.243 0.963 -0.809 -0.5480
C 2.862 1.495 0.584 0.2902
O 3.772 1.709 1.394 -0.7491
N 1.543 1.476 0.746 -0.3721
C 1.083 1.182 2.090 -0.5434
C 1.204 -0.326 2.404 1.0519
O 1.335 -0.703 3.562 -0.7400
O 1.120 -1.179 1.410 -0.7989
H 3.191 -0.969 -0.103 0.3177
H 2.953 -0.887 -1.729 0.3008
H 2.766 1.517 -1.618 0.2154
H 4.325 0.989 -0.923 0.4282
H 0.022 1.429 2.175 -0.0893
H 1.619 1.706 2.880 0.3075
C -1.761 2.925 -3.558 -1.1184
N -1.138 1.664 -3.240 0.1281
C -0.992 0.574 -4.184 -0.3972
C -0.011 -0.352 -3.459 0.0104
O 0.402 -1.404 -3.891 -0.6908
N 0.295 0.235 -2.261 0.3590
C -0.350 1.418 -2.173 0.3417
N -0.153 2.232 -1.154 -0.1215
H -1.594 3.163 -4.610 0.3134
H -1.316 3.721 -2.963 0.3935
H -2.837 2.903 -3.371 0.3115
H -0.578 0.916 -5.136 0.3343
H -1.930 0.046 -4.365 0.3126
H 0.512 1.907 -0.369 0.3268
H -0.807 2.973 -0.982 0.2635
O -3.417 -1.131 -0.483 -0.7494
C -2.244 -1.434 -0.261 0.2905
O -1.300 -0.553 -0.250 0.1523
C -1.884 -2.883 0.049 -1.1712
C -1.407 -3.079 1.493 -0.6692
Ge -2.509 -2.316 2.924 1.7879
C -1.823 -3.079 4.595 -0.3113
C -2.691 -3.442 5.626 -0.4105
C -2.206 -3.952 6.823 -0.6809
C -0.837 -4.101 7.007 -0.4178
C 0.039 -3.732 5.995 -0.6394
C -0.450 -3.227 4.796 -0.1111
C -4.361 -2.943 2.753 -0.2746
C -5.455 -2.082 2.725 -0.1551
C -6.750 -2.574 2.604 -0.6751
C -6.969 -3.941 2.507 -0.4138
C -5.889 -4.814 2.534 -0.6186
C -4.599 -4.315 2.655 -0.4536
C -2.487 -0.369 3.159 -0.0756
C -1.879 0.151 4.303 0.0200
C -1.858 1.519 4.544 -0.5842
C -2.445 2.392 3.640 -0.5835
C -3.041 1.889 2.490 -0.8901
C -3.061 0.522 2.248 0.5409
H -1.097 -3.199 -0.640 0.4316
H -2.774 -3.478 -0.145 0.3405
H -0.415 -2.647 1.635 0.3252
H -1.340 -4.148 1.717 0.4149
H -3.763 -3.331 5.489 0.3100
H -2.895 -4.229 7.613 0.3794
H -0.454 -4.493 7.942 0.3460
H 1.108 -3.818 6.144 0.4189
H 0.251 -2.890 4.041 0.1416
H -5.296 -1.012 2.796 0.3256
H -7.588 -1.888 2.581 0.3862
H -7.978 -4.326 2.410 0.3533
H -6.052 -5.883 2.460 0.3783
H -3.763 -5.009 2.680 0.3482
H -1.393 -0.513 5.009 0.1977
H -1.364 1.899 5.431 0.3793
H -2.425 3.460 3.823 0.3358
H -3.491 2.565 1.771 0.4233
H -3.502 0.153 1.327 0.2105
```

Summary:
2S+1: 1
Maximum force: 0.94 eV/A
Total charge: -1
HOMO: -0.1726 Eh
LUMO: 2.2 eV